Entry 1:
Density functional theory data (the ωB97M-V functional and the def2-TZVPD basis) for 8 unconnected molecules or ions with the total composition C23H38Cl4N4O3.

Orbital gap: 7.57 eV
HOMO: -8.00 eV
Total charge: 0
Strongest force on any atom: 4.7 eV/A
SMILES: ClC(Cl)(Cl)Cl.c1cc[nH]c1.c1cc[nH]c1.c1cc[nH]c1.c1cc[nH]c1.CCO.CCO.CCO
Calculated total energy: -3184.50885 Ha

Each line ends with the Löwdin charge.
Positions of all 72 atoms, in Å:
N  16.13730  -13.10681  27.66738  0.00
C  15.84053  -14.38962  27.29437  -0.14
C  14.55446  -14.40669  26.79234  -0.10
C  14.21230  -13.04090  26.68075  -0.15
C  15.11165  -12.27494  27.31961  -0.15
H  16.98658  -12.83919  28.14405  0.15
H  16.50376  -15.21451  27.50901  0.10
H  13.94427  -15.20754  26.40157  0.09
H  13.28650  -12.66766  26.26846  0.09
H  15.07203  -11.21049  27.49789  0.11
N  14.03273  -3.70712  27.09719  0.01
C  14.79884  -3.40751  28.14650  -0.17
C  14.38027  -2.21769  28.76105  -0.12
C  13.44889  -1.62906  27.92689  -0.12
C  13.16977  -2.59716  26.95920  -0.13
H  14.07798  -4.53624  26.52220  0.15
H  15.61211  -4.09864  28.31181  0.10
H  14.80458  -1.76510  29.64509  0.09
H  13.08570  -0.61382  27.98832  0.10
H  12.61313  -2.55075  26.03486  0.09
N  17.71169  0.31126  22.19536  0.01
C  16.46940  0.02614  22.64913  -0.17
C  15.69982  1.14119  22.63411  -0.14
C  16.45018  2.17730  22.09001  -0.11
C  17.72945  1.66513  21.93769  -0.14
H  18.50406  -0.31219  22.13567  0.15
H  16.21023  -0.96430  22.99303  0.11
H  14.69560  1.30537  22.99601  0.10
H  16.13346  3.19053  21.89143  0.09
H  18.64758  2.10325  21.57504  0.10
N  15.53408  -9.99764  11.76779  0.01
C  14.22471  -10.41159  11.97992  -0.19
C  13.93897  -10.80040  13.22065  -0.12
C  15.20522  -10.77802  13.81892  -0.12
C  16.19645  -10.22783  12.94782  -0.11
H  15.93711  -9.39671  11.06313  0.15
H  13.52253  -10.23767  11.17799  0.10
H  12.96810  -11.17332  13.51176  0.10
H  15.27987  -11.00292  14.87260  0.08
H  17.22203  -9.91693  13.08180  0.10
C  14.91877  -7.37497  21.26284  -1.88
Cl  16.37118  -7.12691  22.30393  0.50
Cl  14.03967  -8.93555  21.69088  0.45
Cl  13.66635  -6.09109  21.58294  0.46
Cl  15.35742  -7.46275  19.47997  0.47
C  9.93372  -14.18484  20.13826  -0.09
C  8.82531  -15.25150  20.13826  -0.32
O  8.73745  -15.90337  18.86848  -0.08
H  10.86499  -14.72462  19.96663  0.07
H  10.14198  -13.71520  21.09960  0.07
H  9.80919  -13.35680  19.44045  0.07
H  7.85441  -14.77703  20.28082  0.10
H  8.94289  -15.88492  21.01750  0.10
H  9.55404  -16.40084  18.78306  0.07
C  18.87966  -13.28431  21.87315  -0.07
C  19.21408  -14.60030  22.65788  -0.34
O  20.13738  -14.37362  23.68845  -0.08
H  18.24420  -13.60376  21.04718  0.07
H  19.83060  -12.97674  21.43817  0.06
H  18.54074  -12.46295  22.50451  0.07
H  19.64149  -15.38653  22.03557  0.10
H  18.28843  -15.08360  22.97047  0.10
H  20.23523  -15.20456  24.15917  0.08
C  13.98521  -1.12439  16.92899  -0.10
C  15.17689  -2.01327  16.56293  -0.32
O  16.26809  -1.54028  17.32321  -0.09
H  13.78544  -1.34472  17.97763  0.07
H  13.12993  -1.48242  16.35593  0.07
H  14.17216  -0.06587  16.74818  0.08
H  15.39390  -1.86321  15.50534  0.11
H  14.92207  -3.05803  16.74076  0.10
H  16.07947  -1.18379  18.19437  0.08

=====

Entry 2:
Density functional theory data (the ωB97M-V functional and the def2-TZVPD basis) for 3 unconnected molecules or ions with the total composition C41H67N2O.

Orbital gap: 5.60 eV
HOMO: -10.49 eV
Total charge: +1
Strongest force on any atom: 4.5 eV/A
Calculated total energy: -1786.80510 Ha

Each line ends with the Löwdin charge.
Positions of all 111 atoms, in Å:
C  5.58559  -6.32778  1.74975  -0.12
C  6.99294  -5.98108  2.41231  -0.25
C  7.50822  -4.62752  1.81574  -0.25
C  8.23539  -4.76365  0.42748  -0.21
C  8.02347  -3.52107  -0.52345  -0.20
C  8.01217  -2.13426  0.21606  -0.21
C  8.77637  -0.98747  -0.55315  -0.21
C  8.05025  0.39041  -0.29977  -0.21
C  6.72274  0.53183  -1.17274  -0.19
C  5.44550  0.83980  -0.31658  -0.21
C  4.43925  1.86722  -0.99489  -0.19
C  4.29513  3.18299  -0.13349  -0.20
C  2.84824  3.48278  0.38077  -0.21
C  2.07904  2.23877  0.96384  -0.21
C  1.16878  2.69086  2.17402  -0.20
C  0.78310  1.45018  3.07199  -0.11
C  -0.76225  1.18708  3.13400  -0.21
C  -1.47856  1.37803  1.86863  0.11
C  -2.90544  1.07209  1.98255  0.08
C  -3.28262  0.65220  3.30742  -0.16
C  -4.78495  0.25758  3.51519  -0.10
C  -4.92879  -1.16361  4.21825  -0.19
C  -4.86395  -2.34724  3.16605  -0.20
C  -6.30861  -2.78366  2.69564  -0.20
C  -6.17792  -3.78281  1.47919  -0.21
C  -7.40021  -3.65365  0.49052  -0.22
C  -7.10133  -2.70641  -0.73382  -0.17
C  -8.41007  -2.18740  -1.44411  -0.22
O  -8.35325  -2.39459  -2.86361  -0.21
C  -8.36124  -1.15458  -3.57271  -0.12
N  -2.50315  0.55953  4.38379  0.10
N  -1.20968  0.82868  4.31764  0.15
H  4.73627  -6.04317  2.41754  0.07
H  5.50840  -5.75047  0.79273  0.06
H  5.52606  -7.41870  1.50647  0.07
H  6.76266  -5.79713  3.49415  0.10
H  7.72344  -6.81244  2.31067  0.10
H  6.61166  -3.96937  1.68008  0.10
H  8.21251  -4.10557  2.51078  0.10
H  9.32899  -4.87193  0.63756  0.11
H  7.90188  -5.69355  -0.10210  0.11
H  8.85144  -3.53455  -1.27518  0.11
H  7.04682  -3.67473  -1.04926  0.11
H  8.41771  -2.16640  1.25283  0.11
H  6.94071  -1.80690  0.28297  0.10
H  9.81207  -0.90417  -0.13811  0.11
H  8.87085  -1.16783  -1.64906  0.11
H  8.75853  1.22655  -0.53081  0.10
H  7.79994  0.49267  0.78995  0.10
H  6.59724  -0.47497  -1.65369  0.11
H  6.93591  1.27294  -1.97437  0.10
H  5.72023  1.18698  0.70934  0.09
H  4.87677  -0.11649  -0.16337  0.10
H  4.89615  2.15731  -1.97708  0.10
H  3.45972  1.39809  -1.23965  0.10
H  5.06605  3.21721  0.67792  0.11
H  4.56843  4.03513  -0.81350  0.10
H  2.19247  3.95202  -0.38770  0.12
H  2.95745  4.23556  1.20895  0.09
H  1.42884  1.81962  0.15313  0.11
H  2.78722  1.43397  1.28898  0.12
H  1.82846  3.34099  2.80641  0.11
H  0.31162  3.33204  1.86791  0.11
H  1.15320  1.64548  4.10708  0.12
H  1.27689  0.52543  2.68576  0.13
H  -1.02621  1.71234  0.91989  0.13
H  -3.59454  1.15376  1.12342  0.14
H  -5.24923  0.12387  2.50633  0.12
H  -5.34668  1.01800  4.10110  0.13
H  -4.12239  -1.36104  4.96479  0.09
H  -5.89027  -1.18845  4.78854  0.12
H  -4.17368  -2.13479  2.31853  0.11
H  -4.46197  -3.22615  3.73715  0.12
H  -6.88171  -1.86350  2.42409  0.11
H  -6.83470  -3.33669  3.50660  0.12
H  -6.13873  -4.82589  1.88335  0.11
H  -5.25183  -3.58822  0.87928  0.11
H  -7.56262  -4.67927  0.06450  0.12
H  -8.32849  -3.35580  1.03530  0.11
H  -6.54393  -3.30255  -1.49663  0.12
H  -6.46583  -1.86197  -0.35441  0.10
H  -9.32927  -2.66224  -1.02552  0.13
H  -8.47158  -1.07760  -1.27949  0.11
H  -8.39427  -1.38602  -4.66298  0.08
H  -9.26183  -0.53155  -3.33421  0.09
H  -7.42818  -0.55608  -3.38731  0.09
H  -2.88809  0.24732  5.27967  0.19
C  4.10235  7.35332  1.20516  -0.10
C  5.10585  8.30444  1.07241  -0.09
C  5.33071  9.22425  2.08868  -0.09
C  4.55793  9.18710  3.24264  -0.09
C  3.55670  8.23395  3.37739  -0.10
C  3.32553  7.31955  2.35744  -0.11
H  3.92515  6.63761  0.41022  0.09
H  5.71309  8.32939  0.17531  0.10
H  6.10914  9.97003  1.98201  0.10
H  4.73662  9.90162  4.03714  0.10
H  2.95514  8.20442  4.27844  0.10
H  2.54021  6.57900  2.46065  0.09
C  -8.88072  -1.02708  -9.98019  -0.10
C  -9.22519  -1.83851  -8.90664  -0.10
C  -9.78294  -1.27948  -7.76377  -0.11
C  -10.00512  0.09062  -7.69817  -0.10
C  -9.66392  0.90153  -8.77330  -0.10
C  -9.09791  0.34363  -9.91264  -0.10
H  -8.44276  -1.46282  -10.87029  0.10
H  -9.05814  -2.90785  -8.96045  0.10
H  -10.04579  -1.91204  -6.92374  0.10
H  -10.44482  0.52621  -6.80840  0.10
H  -9.83883  1.96987  -8.72284  0.10
H  -8.82706  0.97687  -10.74893  0.10

=====

Entry 3:
Density functional theory data (the ωB97M-V functional and the def2-TZVPD basis) for C4H10S2 in the gas phase.

Orbital gap: 9.08 eV
HOMO: -8.25 eV
Total charge: 0
Strongest force on any atom: 2.9 eV/A
SMILES: CCSSCC
Calculated total energy: -954.73986 Ha

Each line ends with the Löwdin charge.
Positions of all 16 atoms, in Å:
C  -1.56433  -2.54818  1.09168  -0.19
C  -0.66918  -1.81742  0.08598  -0.58
S  -0.70739  -0.03507  0.47587  0.48
S  1.06255  0.71802  1.08317  0.46
C  1.63022  1.89774  -0.20757  -0.60
C  0.60789  2.44774  -1.19972  -0.19
H  -1.59451  -3.61671  0.86735  0.07
H  -2.48886  -1.99154  1.25391  0.06
H  -1.04623  -2.62177  2.07017  0.08
H  -1.04415  -1.78090  -0.93686  0.05
H  0.31922  -2.29814  0.09575  0.08
H  2.04604  2.81704  0.25241  0.07
H  2.56196  1.44752  -0.56373  0.05
H  1.19458  2.77869  -2.05315  0.08
H  -0.24346  2.95604  -0.75607  0.07
H  -0.06435  1.64692  -1.55918  0.02

=====

Entry 4:
Density functional theory data (the ωB97M-V functional and the def2-TZVPD basis) for a molecular structure, C5H8N2O2.

Orbital gap (spin up / spin down): 7.75 / 7.75 eV
HOMO (spin up / spin down): -8.48 / -8.48 eV
Total charge: 0
Strongest force on any atom: 5.3 eV/A
Calculated total energy: -455.19460 Ha

Each line ends with the Löwdin charge.
Positions of all 17 atoms, in Å:
C  1.51966  -0.14835  -0.92264  0.12
C  -0.26397  0.97409  1.50079  -0.01
C  -0.84410  0.59592  -0.97084  -0.51
C  -0.32479  -0.19010  0.52178  -0.49
C  1.46307  -0.78782  0.28030  -0.29
N  -1.60204  -0.29533  -1.63469  0.16
N  1.98648  -1.57844  1.07395  0.20
O  -0.72343  1.77163  -1.22842  0.04
O  -0.94447  -1.24201  0.74079  -0.01
H  -2.18489  0.01649  -2.39505  0.11
H  -1.76781  -1.18205  -1.17553  0.10
H  1.36198  -1.88095  1.82374  0.09
H  1.84954  0.87705  -0.99187  0.11
H  1.27593  -0.66391  -1.83900  0.11
H  -1.28346  1.29060  1.71979  0.10
H  0.20089  0.63324  2.42577  0.09
H  0.28141  1.80995  1.07113  0.08

=====

Entry 5:
Density functional theory data (the ωB97M-V functional and the def2-TZVPD basis) for C3H6N2O3 in the gas phase.

Orbital gap: 10.13 eV
HOMO: -9.26 eV
Total charge: 0
Strongest force on any atom: 4.8 eV/A
SMILES: CN(C=O)O/C=N/O
Calculated total energy: -452.98385 Ha

Each line ends with the Löwdin charge.
Positions of all 14 atoms, in Å:
C  -1.19462  -1.25185  -0.37638  -0.04
C  1.06810  0.10819  0.99275  -0.29
C  -1.33561  1.15218  -0.18863  -0.32
H  -2.04812  -1.02330  -0.91040  0.05
H  -0.41249  -1.22378  -1.14454  0.08
H  -0.99757  -2.08140  0.26693  0.10
H  1.79588  0.20660  1.76870  0.15
H  3.11625  0.36627  -1.04164  0.10
H  -1.84492  0.86105  -1.18670  0.16
N  -1.13177  -0.06454  0.48572  -0.10
N  1.43768  0.23248  -0.19588  -0.01
O  -0.08378  -0.10000  1.48164  0.05
O  2.71183  0.59819  -0.20667  -0.04
O  -1.08085  2.21992  0.25509  0.09

=====

Entry 6:
Density functional theory data (the ωB97M-V functional and the def2-TZVPD basis) for a molecular structure, C27H32AsN5O5SeTeV.

Orbital gap (spin up / spin down): 7.17 / 7.80 eV
HOMO (spin up / spin down): -11.23 / -11.25 eV
Total charge: +1
Multiplicity: 3
Strongest force on any atom: 0.8 eV/A
Calculated total energy: -7547.18981 Ha

Each line ends with the Löwdin charge.
Positions of all 73 atoms, in Å:
V  -0.75891  0.69381  0.08921  0.27
O  4.12222  0.62198  3.46598  0.15
C  3.08408  0.49265  4.27128  -0.49
O  3.18183  0.42115  5.46617  0.13
C  1.73109  0.40252  3.63903  -0.03
C  0.57275  0.17201  4.35383  0.04
N  -0.44081  0.15712  3.47492  0.04
N  -0.02080  0.36981  2.21788  -0.03
C  1.29683  0.52831  2.31134  -0.17
C  2.00418  0.84002  1.02735  -0.55
O  3.21902  0.82947  0.94767  0.11
O  1.17297  1.10139  0.08043  -0.16
H  3.88245  0.67188  2.50872  0.07
H  0.42872  0.02147  5.41079  0.15
H  -1.41656  0.00706  3.67829  0.12
N  -0.60407  7.80248  1.90871  0.19
C  -1.07702  7.21972  0.78481  -0.49
O  -1.54701  7.83944  -0.14294  0.09
C  -1.00539  5.70891  0.71463  -0.09
C  -1.71084  5.09540  -0.31068  0.04
C  -1.66896  3.72143  -0.43577  -0.11
N  -0.96428  2.94082  0.39579  -0.04
C  -0.27676  3.53360  1.37742  -0.10
C  -0.27020  4.90193  1.57272  0.02
H  -0.65455  8.80575  1.97110  0.13
H  -0.29078  7.28710  2.70895  0.09
H  -2.27379  5.70086  -1.00665  0.13
H  -2.20073  3.21641  -1.23066  0.06
H  0.29860  2.88785  2.02575  0.11
H  0.33168  5.30241  2.37628  0.12
Se  -2.13542  0.53700  -1.90444  0.73
C  -0.85036  0.06433  -3.24652  -0.62
C  -1.12076  -0.97081  -4.13316  -0.13
C  -0.15676  -1.30162  -5.07554  -0.14
N  1.01589  -0.68322  -5.17707  0.08
C  1.25373  0.32017  -4.34105  -0.13
C  0.35700  0.73922  -3.36546  -0.11
H  -2.05290  -1.51903  -4.09544  0.10
H  -0.33931  -2.10817  -5.77680  0.11
H  2.21037  0.81967  -4.44661  0.12
H  0.61815  1.56752  -2.71941  0.10
C  -1.37301  -3.20843  -0.63839  -0.25
As  -0.06248  -1.83908  -0.21591  1.15
C  0.83453  -2.63531  1.31450  -0.25
C  1.27358  -2.06126  -1.64251  -0.28
C  1.94871  -3.39730  -1.61135  -0.31
C  1.41612  -4.47703  -2.31261  -0.06
C  2.02758  -5.72140  -2.26604  -0.07
C  3.18360  -5.90011  -1.52031  -0.08
C  3.73086  -4.82709  -0.83143  -0.07
C  3.11762  -3.58451  -0.87720  -0.06
H  -0.85331  -4.12777  -0.90563  0.03
H  -1.98676  -2.87264  -1.47331  0.03
H  -2.00659  -3.40316  0.22425  0.02
H  1.11204  -3.66059  1.07583  0.04
H  0.17240  -2.62776  2.18036  0.03
H  1.73723  -2.07302  1.54975  0.03
H  1.98268  -1.24174  -1.52039  0.08
H  0.74516  -1.90580  -2.58186  0.05
H  0.52829  -4.33681  -2.91971  0.11
H  1.60685  -6.54813  -2.82309  0.11
H  3.66533  -6.86801  -1.48827  0.11
H  4.64340  -4.95482  -0.26417  0.11
H  3.56073  -2.74623  -0.35051  0.12
C  -4.85110  1.03393  0.19901  -0.40
Te  -3.20483  0.66193  1.49395  1.28
C  -3.59011  -1.42590  1.69120  -0.39
H  -4.76492  0.40978  -0.68594  -0.02
H  -4.83357  2.08411  -0.08190  0.01
H  -5.76245  0.81566  0.74861  0.02
H  -4.44847  -1.57634  2.33958  0.02
H  -2.71317  -1.90878  2.11966  0.00
H  -3.78053  -1.83623  0.70298  0.01